Record 1
{
  "formula": "C53H62F6N5O",
  "method": "ωB97M-V/def2-TZVPD",
  "elements": ["C", "O", "C", "C", "C", "C", "C", "N", "C", "C", "C", "C", "C", "C", "C", "C", "C", "C", "C", "C", "N", "N", "C", "C", "C", "C", "C", "C", "C", "C", "C", "C", "C", "C", "C", "C", "C", "C", "H", "H", "H", "H", "H", "H", "H", "H", "H", "H", "H", "H", "H", "H", "H", "H", "H", "H", "H", "H", "H", "H", "H", "H", "H", "H", "H", "H", "H", "H", "H", "H", "H", "H", "H", "H", "H", "H", "H", "H", "H", "H", "H", "C", "N", "C", "C", "F", "F", "F", "C", "C", "C", "C", "C", "C", "C", "C", "C", "N", "C", "C", "C", "F", "F", "F", "C", "C", "C", "C", "H", "H", "H", "H", "H", "H", "H", "H", "H", "H", "H", "H", "H", "H", "H", "H", "H", "H", "H"],
  "xyz": [[5.47004, 2.58714, 2.33543], [5.00728, 1.22175, 2.43475], [3.66720, 1.00485, 2.34747], [2.73288, 2.03911, 2.13086], [1.42179, 1.71341, 1.84686], [0.96456, 0.37390, 1.85450], [-0.42457, 0.09112, 1.58494], [-0.82987, -0.92484, 0.73936], [-0.02283, -1.89846, 0.04850], [-0.25201, -3.26635, 0.26652], [-1.41932, -3.81124, 1.08858], [-0.94389, -4.29057, 2.45836], [-2.16236, -4.92939, 0.34732], [0.67213, -4.18692, -0.23182], [1.73894, -3.77991, -1.02415], [1.86029, -2.43767, -1.37470], [0.96349, -1.49279, -0.87529], [0.99494, -0.07672, -1.45132], [0.28991, -0.04444, -2.81220], [2.41552, 0.47848, -1.54877], [-2.17334, -0.95398, 0.63921], [-2.61689, 0.10212, 1.35917], [-4.03908, 0.36632, 1.28960], [-4.88191, -0.33367, 2.16237], [-4.27837, -1.30951, 3.16674], [-5.17626, -2.51504, 3.45283], [-3.89778, -0.57521, 4.44226], [-6.25638, -0.13506, 2.07781], [-6.78757, 0.67714, 1.07311], [-5.94163, 1.24914, 0.12310], [-4.56424, 1.07355, 0.19360], [-3.69201, 1.60364, -0.95130], [-3.71605, 3.12882, -0.99029], [-4.08788, 1.02682, -2.31461], [-1.55657, 0.72024, 2.06363], [-1.56701, 1.72032, 3.04173], [1.91310, -0.64884, 2.13265], [3.22559, -0.34197, 2.39963], [6.55243, 2.49650, 2.40968], [5.18347, 3.03582, 1.37288], [5.07269, 3.19476, 3.16115], [3.03865, 3.08592, 2.15264], [0.72111, 2.50818, 1.59223], [-2.12969, -2.98909, 1.22227], [-0.39516, -3.49388, 2.97762], [-1.79744, -4.58878, 3.08213], [-0.26917, -5.15168, 2.34401], [-2.48191, -4.58030, -0.64138], [-1.51883, -5.80986, 0.21809], [-3.05486, -5.22581, 0.91338], [0.54166, -5.24359, 0.01345], [2.45810, -4.50871, -1.39253], [2.65055, -2.11983, -2.05876], [0.43450, 0.56259, -0.75969], [-0.72932, -0.44514, -2.72485], [0.22826, 0.98414, -3.19151], [0.83756, -0.65926, -3.54200], [2.93476, 0.37935, -0.58893], [2.99447, -0.04917, -2.31839], [2.38344, 1.54455, -1.81040], [-3.36393, -1.69703, 2.69553], [-5.48689, -3.00210, 2.52038], [-4.62721, -3.25246, 4.05098], [-6.07465, -2.21941, 4.00954], [-3.21172, 0.25186, 4.22534], [-4.80262, -0.15746, 4.90605], [-3.40990, -1.25277, 5.15329], [-6.91710, -0.64182, 2.78249], [-7.86348, 0.83276, 1.01035], [-6.36005, 1.82085, -0.70986], [-2.67098, 1.27380, -0.73296], [-3.40814, 3.53717, -0.02149], [-3.03301, 3.50513, -1.76024], [-4.72772, 3.49281, -1.21177], [-4.04156, -0.06832, -2.30460], [-5.10578, 1.32516, -2.59972], [-3.39888, 1.38785, -3.08873], [-2.47522, 1.98118, 3.58152], [-0.73126, 2.40179, 2.88586], [1.58658, -1.68999, 2.15070], [3.96534, -1.10699, 2.62560], [-0.22158, 8.19913, 8.98166], [-0.42590, 8.01474, 7.56267], [-0.77256, 9.22465, 6.83155], [-2.26388, 9.32300, 6.71260], [-2.69512, 10.42983, 6.04909], [-2.77268, 8.22128, 6.06297], [-2.84068, 9.33055, 7.96287], [-0.34190, 6.79333, 6.98104], [-0.23995, 6.63585, 5.57014], [-0.18402, 5.37535, 5.00763], [-0.20941, 4.18604, 5.79992], [-0.08739, 2.88650, 5.20896], [0.38029, 1.76468, 5.95988], [0.05254, 0.42746, 5.59594], [0.37346, -0.64950, 6.39948], [1.10278, -0.45376, 7.60758], [1.21340, -1.43762, 8.53772], [0.40831, -2.63998, 8.49298], [2.36249, -1.53252, 9.43838], [2.06394, -1.10620, 10.84579], [2.82479, -1.78488, 11.76446], [2.31018, 0.23862, 11.01918], [0.75133, -1.30756, 11.17982], [1.63802, 0.83838, 7.86619], [1.26491, 1.90693, 7.08133], [-0.35626, 4.37423, 7.21130], [-0.36491, 5.62707, 7.78608], [0.63163, 7.60494, 9.33848], [-0.00319, 9.25990, 9.16087], [-1.11196, 7.91496, 9.56888], [-0.43868, 10.07993, 7.43214], [-0.34297, 9.22469, 5.82816], [-0.14781, 7.51661, 4.93165], [-0.11128, 5.27560, 3.92038], [0.03390, 2.87804, 4.14147], [-0.50611, 0.28925, 4.66946], [0.07405, -1.65644, 6.09756], [-0.43599, -2.50810, 7.81432], [1.01944, -3.49256, 8.16745], [0.02018, -2.85287, 9.49622], [2.64382, -2.59274, 9.48931], [3.17881, -0.90106, 9.07886], [2.27156, 0.98666, 8.74001], [1.63793, 2.89331, 7.34061], [-0.44998, 3.50680, 7.86127], [-0.38268, 5.72506, 8.87318]],
  "forces_ev_per_a": [[-0.2073, -0.6168, 0.0791], [-0.3366, 0.4458, 0.2017], [-0.3749, 0.0673, -0.2885], [0.7721, -0.3176, 0.0607], [-0.6975, -0.8908, 0.1120], [1.5510, 0.4201, 0.2856], [0.5080, -1.7907, -1.5268], [-2.2422, 1.2677, 0.5346], [0.1754, -0.8028, -0.7866], [-0.0158, -0.1966, 0.6348], [-0.1044, 0.2971, -0.0025], [0.1255, -0.0062, 0.1171], [0.0606, 0.1116, -0.0919], [0.1034, 0.0761, -0.2119], [-0.0333, 0.0863, 0.0972], [-0.2223, -0.1623, 0.1134], [-0.1304, 0.4892, -0.1273], [0.0253, -0.0130, 0.5071], [-0.1362, -0.1697, -0.0057], [0.0489, 0.1114, 0.0523], [1.2081, 0.4817, -0.4598], [1.5427, -0.6951, 0.1167], [-0.3237, -0.4924, -0.4195], [0.1921, -0.0579, 0.3916], [0.0360, -0.0704, -0.3633], [-0.0364, 0.0325, -0.0819], [0.0356, 0.1934, 0.2268], [-0.1229, 0.1799, -0.2483], [0.2462, -0.0035, 0.0581], [-0.3728, -0.0946, 0.1939], [0.4995, 0.1327, -0.2527], [0.0736, -0.1132, 0.4353], [0.0412, 0.1552, 0.1622], [-0.0590, -0.2193, 0.0511], [-1.5905, 0.6887, 0.2187], [-0.3095, 0.0924, -0.8419], [-0.8499, 0.4516, 0.1095], [0.7189, 0.8322, -0.1008], [-0.1221, 0.2039, -0.0161], [0.0953, -0.1756, 0.2278], [0.1525, -0.1474, -0.1762], [-0.0779, -0.3714, -0.1451], [0.1602, -0.1643, 0.0471], [0.1383, -0.3536, 0.0848], [-0.0794, -0.1471, -0.0053], [0.2070, 0.0135, -0.1309], [-0.1609, 0.1836, 0.1293], [0.0330, -0.1435, 0.1464], [-0.2535, 0.1359, 0.0092], [0.2235, 0.0188, -0.1089], [0.0584, 0.3517, -0.1665], [-0.1492, 0.1329, 0.0638], [-0.3198, -0.1286, 0.2284], [0.0648, 0.0199, -0.1940], [0.1942, 0.0980, -0.0876], [0.0503, -0.2272, 0.0684], [-0.1569, 0.1792, 0.1560], [-0.0155, 0.0213, -0.1403], [-0.0842, 0.2054, 0.1633], [0.0443, -0.2507, -0.0180], [-0.1482, 0.0139, 0.2180], [0.0054, 0.0876, 0.1857], [-0.1349, 0.1606, -0.0427], [0.1758, -0.1470, -0.0726], [-0.1558, -0.2414, 0.1681], [0.2301, -0.0891, 0.0129], [-0.1059, 0.1070, -0.0446], [0.1592, 0.1576, -0.2656], [0.2344, -0.0481, 0.0001], [0.1026, -0.2095, 0.3088], [-0.0053, 0.1253, -0.1227], [-0.0585, 0.0328, -0.1494], [-0.1414, -0.0356, 0.0930], [0.2164, -0.0155, 0.0213], [-0.0478, 0.1630, -0.0189], [0.2287, -0.0558, 0.0610], [-0.1461, -0.0333, 0.1604], [0.2512, 0.4411, -0.4979], [-0.9940, -0.2538, 0.1882], [0.1078, 0.2625, 0.0282], [-0.1734, 0.0910, -0.1346], [-0.0915, -0.1766, 0.8228], [0.3179, 0.4610, -0.3428], [0.3650, -0.2575, 0.0790], [-2.0408, -0.3048, 0.0593], [0.6058, -1.0320, 0.6377], [0.4120, 1.1379, 0.5143], [0.4953, 0.1125, -1.1973], [0.0030, -0.1415, -0.2437], [0.1144, -0.4402, -0.2900], [-0.0921, 0.1639, 0.0415], [-0.5747, -0.3096, 0.1634], [1.9757, 1.5433, 1.1428], [0.2834, -0.7489, 0.3799], [0.1331, 0.0346, 0.0001], [0.1655, 0.2615, 0.0170], [-0.3967, 0.5869, -0.2804], [0.6987, -0.2693, 0.3053], [-0.1182, -0.3274, -0.0280], [-0.4244, -0.1842, -0.6734], [-0.5753, 0.6803, 1.8520], [-0.7297, 0.8097, -1.0906], [-0.2148, -1.2427, -0.0162], [1.2290, 0.1636, -0.1805], [-0.1343, -0.1650, -0.2789], [-0.5474, -0.0664, 0.0169], [0.1677, 0.2640, -0.0500], [0.1715, -0.3967, 0.0814], [-0.2023, 0.2001, -0.1543], [-0.0820, -0.4353, 0.0869], [0.2832, 0.1708, -0.1547], [0.0415, -0.1115, -0.5533], [0.0147, 0.3026, 0.2138], [-0.2032, -0.4570, 0.1459], [0.0457, 0.0634, 0.3610], [-0.4180, -0.1579, 0.2549], [-0.0302, 0.0308, 0.2596], [0.0780, 0.4681, 0.0937], [0.1509, -0.0853, 0.2538], [-0.2133, 0.0254, -0.0554], [0.0678, 0.0241, -0.2504], [0.2481, 0.3136, -0.0994], [0.0578, -0.3976, 0.0198], [-0.1879, 0.1160, -0.2984], [0.0594, -0.1694, -0.1352], [-0.0636, 0.1935, -0.1783], [-0.2455, -0.1192, -0.4338]],
  "mulliken_charge": [-0.82, -0.47, 0.72, -1.07, -1.28, 0.97, -1.79, 2.15, -0.70, 0.95, 1.24, -1.35, -1.61, -0.42, -1.71, -0.33, 0.23, 1.32, -1.61, -1.73, -1.31, 2.26, -1.50, 0.63, 2.16, -2.00, -0.93, -0.58, -1.46, -0.32, 0.37, 1.57, -1.51, -1.54, 0.99, -1.67, 0.18, -1.09, 0.27, 0.32, 0.30, 0.51, 0.61, -0.21, 0.24, 0.41, 0.37, 0.40, 0.29, 0.44, 0.34, 0.38, 0.34, -0.17, 0.38, 0.42, 0.34, 0.29, 0.44, 0.40, -0.84, 0.42, 0.41, 0.44, 0.11, 0.30, 0.32, 0.29, 0.37, 0.38, -0.63, 0.36, 0.44, 0.32, 0.36, 0.34, 0.41, 0.42, 0.51, 0.42, 0.52, -1.22, 0.04, -1.04, 1.07, -0.26, -0.25, -0.27, 1.49, -0.74, -0.87, 0.15, 0.37, 0.09, -0.05, -1.67, 1.52, 0.20, -1.04, -1.34, 1.09, -0.28, -0.27, -0.27, -0.49, -1.60, -0.99, -0.51, 0.46, 0.31, 0.38, 0.34, 0.32, 0.23, 0.45, 0.19, 1.06, 0.53, 0.34, 0.37, 0.29, 0.42, 0.50, 0.43, 0.73, 0.65, 0.46],
  "total_charge": 1,
  "e_lumo_ev": -4.07,
  "homo_ev": -8.41,
  "relative_energy_ev": 2.1354,
  "orbital_gap_ev": 4.3
}

***

Record 2
{
  "formula": "C25H22Br2N3O2V",
  "method": "ωB97M-V/def2-TZVPD",
  "elements": ["V", "Br", "C", "C", "C", "C", "O", "C", "C", "N", "C", "C", "C", "C", "C", "C", "C", "C", "N", "C", "C", "H", "H", "H", "H", "H", "H", "H", "H", "H", "H", "Br", "C", "C", "C", "N", "C", "C", "H", "H", "H", "H", "C", "C", "C", "O", "C", "H", "H", "H", "H", "H", "H", "H", "H"],
  "xyz": [[-0.05652, 0.11654, -0.74678], [5.80523, 0.43194, 3.72757], [4.52349, 0.34718, 2.33294], [4.96533, 0.30388, 1.00061], [4.05440, 0.25004, -0.02009], [2.65982, 0.24444, 0.22053], [1.82916, 0.20254, -0.76950], [2.22255, 0.25773, 1.58867], [0.85792, 0.14601, 1.97162], [-0.16582, 0.06243, 1.15941], [-1.47493, -0.16570, 1.63126], [-1.89496, -0.22641, 2.94017], [-3.23797, -0.50560, 3.25146], [-4.16498, -0.72033, 2.27131], [-3.78277, -0.64201, 0.91427], [-4.68550, -0.81618, -0.15910], [-4.23175, -0.68103, -1.44247], [-2.88115, -0.37955, -1.66345], [-1.99718, -0.23000, -0.69211], [-2.43830, -0.35827, 0.59949], [3.19104, 0.31642, 2.61938], [6.02748, 0.31209, 0.79674], [4.38514, 0.21475, -1.05087], [0.67925, 0.09497, 3.04299], [-1.20618, -0.06231, 3.75660], [-3.53112, -0.55050, 4.29175], [-5.19648, -0.94014, 2.51464], [-5.72055, -1.04812, 0.05705], [-4.89651, -0.79576, -2.28685], [-2.51146, -0.25061, -2.67497], [2.86175, 0.32924, 3.65152], [-0.48004, 6.75959, -0.80231], [-0.39526, 4.88338, -0.86118], [0.74218, 4.23617, -1.31653], [0.76595, 2.85633, -1.31389], [-0.25539, 2.08763, -0.88810], [-1.35777, 2.74320, -0.47384], [-1.47283, 4.11616, -0.44300], [1.60076, 4.79479, -1.65979], [1.64899, 2.33548, -1.65669], [-2.19088, 2.14418, -0.13881], [-2.38673, 4.57703, -0.09747], [2.11614, -3.03752, -1.59895], [1.14336, -3.21413, -2.76981], [-0.00070, -2.26608, -2.40194], [0.09886, -2.02911, -0.97798], [1.15013, -2.85948, -0.44335], [2.70869, -2.13090, -1.72795], [2.78733, -3.88190, -1.45840], [0.78258, -4.24138, -2.81357], [1.58874, -2.96437, -3.73009], [-0.98327, -2.68145, -2.62494], [0.10761, -1.30126, -2.92032], [0.72001, -3.81922, -0.14407], [1.57308, -2.36485, 0.42917]],
  "forces_ev_per_a": [[0.8526, -1.5008, -2.0255], [-0.0995, -0.0085, -0.0786], [0.1526, 0.0046, 0.1223], [-0.1149, 0.0091, 0.1260], [-0.0306, 0.0352, -0.1564], [0.1441, -0.0350, 0.5327], [1.5306, 0.0547, -0.2516], [0.2786, 0.0125, -0.4617], [-0.3969, -0.0180, 0.0086], [0.2961, -0.1129, 1.9643], [-0.4215, -0.0739, 0.3822], [0.1594, 0.0319, -0.2253], [-0.1578, -0.0291, 0.0221], [-0.0156, -0.0004, 0.0681], [0.1828, 0.0547, -0.0537], [0.1366, 0.0234, -0.0472], [-0.2352, -0.0540, 0.0692], [0.1469, 0.0270, 0.1068], [-2.2214, -0.3253, -0.0805], [-0.1452, -0.0648, 0.2687], [-0.0549, -0.0085, 0.0724], [-0.0097, 0.0014, -0.0490], [-0.0154, 0.0150, 0.0105], [0.0113, -0.0022, 0.0211], [0.0277, -0.0114, -0.0048], [-0.0040, -0.0040, -0.0107], [0.0147, 0.0032, 0.0243], [-0.0164, 0.0127, -0.0583], [0.0233, 0.0004, -0.0079], [-0.0053, -0.0078, -0.0043], [-0.0037, 0.0053, -0.0097], [0.0103, -0.1615, -0.0288], [-0.0033, -0.0292, 0.0027], [-0.0555, 0.1521, 0.0129], [0.0727, 0.0028, -0.0519], [-0.1971, 2.2326, -0.1759], [0.0292, 0.0603, 0.0165], [0.0215, 0.1084, -0.0241], [0.0113, -0.0336, -0.0077], [-0.0145, -0.0738, 0.0466], [0.0051, -0.0840, 0.0099], [0.0066, -0.0156, 0.0265], [-0.1034, 0.0698, 0.0043], [0.0958, 0.0639, 0.1087], [0.1157, -0.1542, -0.1030], [-0.0778, -0.1535, -0.1245], [0.3026, -0.1441, 0.0149], [0.0088, -0.0064, 0.0296], [-0.0315, -0.0350, -0.0258], [-0.0114, -0.0052, -0.0156], [-0.0374, -0.0114, -0.0232], [-0.0210, 0.0662, 0.0076], [-0.0329, -0.0152, 0.0134], [-0.0465, 0.0549, 0.0422], [-0.0565, 0.0775, -0.0293]],
  "nbo_charge": [1.22, 0.08, -0.14, -0.16, -0.28, 0.39, -0.77, -0.20, 0.17, -0.56, 0.11, -0.19, -0.18, -0.18, -0.09, -0.09, -0.26, 0.08, -0.51, 0.20, -0.17, 0.24, 0.23, 0.19, 0.22, 0.23, 0.23, 0.23, 0.24, 0.20, 0.23, 0.14, -0.03, -0.27, 0.07, -0.51, 0.06, -0.26, 0.25, 0.23, 0.21, 0.25, -0.43, -0.43, -0.06, -0.56, -0.06, 0.22, 0.24, 0.22, 0.23, 0.20, 0.17, 0.19, 0.21],
  "total_charge": 1,
  "e_lumo_ev": [-3.65, -3.52],
  "homo_ev": [-9.56, -10.47],
  "relative_energy_ev": 0.4371,
  "multiplicity": 4,
  "orbital_gap_ev": [5.9, 7.0]
}